An isolated ion of composition C5H11N2 and charge +1 in a non-equilibrium geometry. Source: the OMol25 dataset; level of theory: ωB97M-V/def2-TZVPD.

Each line ends with the Löwdin charge.
Cartesian coordinates (Å):
C -0.287 -0.101 -0.054  -0.301
C 1.414 -1.551 0.505  0.225
C -0.543 0.980 -1.126  0.015
C 2.093 0.664 0.131  0.013
C -2.489 -0.354 0.586  -0.070
N 1.098 -0.355 0.205  -0.101
N -1.107 -0.508 0.831  0.073
H 2.443 -1.784 0.705  0.128
H 0.642 -2.289 0.650  0.127
H -1.379 1.615 -0.881  0.079
H -0.807 0.430 -2.048  0.110
H 0.317 1.525 -1.525  0.080
H 1.670 1.493 0.604  0.100
H 2.927 0.352 0.734  0.109
H 2.378 0.925 -0.928  0.143
H -2.584 0.481 -0.119  0.078
H -2.903 -0.332 1.607  0.113
H -2.880 -1.191 0.123  0.078

Output
Spin multiplicity ... 1
Charge ... +1
Structure (SMILES) ... C=[N+](C)/C(C)=N/C
HOMO level ... -14.5 eV
Energy above the lowest of the compared OMol25 structures with the same formula, charge and spin ... 47.4 kcal/mol
Max |F| ... 3.513 eV Å⁻¹
Energy ... -8335.0657 eV
Kohn-Sham gap ... 9.459 eV


A 2-piece molecular cluster, CH5BrN2P overall in a non-equilibrium geometry. Source: the OMol25 dataset; level of theory: ωB97M-V/def2-TZVPD.

Each line ends with the Löwdin charge.
Cartesian coordinates (Å):
C 0.094 -0.002 -0.213  -0.761
N 0.973 0.692 -0.880  0.117
N 0.239 -1.240 0.057  0.143
P -1.360 1.130 0.180  0.437
Br -3.040 -0.124 -0.010  0.339
H 1.856 0.236 -1.207  0.163
H 0.962 1.722 -0.921  0.126
H 1.063 -1.963 -0.131  0.221
H -0.335 -1.639 0.768  0.099
H -0.452 1.189 2.358  0.117

Output
Spin multiplicity ... 1
Charge ... +1
HOMO level (alpha / beta) ... -14.0 / -13.3 eV
Energy above the lowest of the compared OMol25 structures with the same formula, charge and spin ... 63.6 kcal/mol
Max |F| ... 5.065 eV Å⁻¹
Energy ... -83420.2084 eV
Kohn-Sham gap (alpha / beta) ... 8.245 / 8.197 eV


One molecule with the formula CH2ClI3Si in a non-equilibrium geometry. Source: the OMol25 dataset; level of theory: ωB97M-V/def2-TZVPD.

Each line ends with the Löwdin charge.
Cartesian coordinates (Å):
C 0.295 0.500 -0.585  -0.785
Si 1.398 1.896 0.091  -0.615
Cl 1.300 -0.872 -1.402  0.355
I 3.634 0.953 0.799  0.371
I 1.539 3.576 -1.971  0.261
I 0.181 3.019 2.007  0.346
H -0.284 0.651 -1.547  0.022
H -0.334 -0.144 0.119  0.046

Output
Spin multiplicity ... 1
Charge ... 0
Structure (SMILES) ... ClC[Si](I)(I)I
HOMO level ... -9.8 eV
Energy above the lowest of the compared OMol25 structures with the same formula, charge and spin ... 16.3 kcal/mol
Max |F| ... 3.132 eV Å⁻¹
Energy ... -45773.9554 eV
Kohn-Sham gap ... 8.426 eV


A 2-piece molecular cluster, C5H10O2 overall. Source: the OMol25 dataset; level of theory: ωB97M-V/def2-TZVPD.

Each line ends with the Löwdin charge.
Cartesian coordinates (Å):
O -1.034 1.501 1.252  -0.086
C -1.144 1.478 -0.162  -0.281
C 0.230 1.322 -0.742  -0.173
C 0.238 -1.523 1.272  -0.059
C 1.092 -1.934 0.106  -0.338
O 0.681 -2.485 -0.888  0.019
C 0.524 0.524 -1.762  -0.005
H -1.900 1.723 1.614  0.090
H -1.789 0.653 -0.503  0.118
H -1.588 2.418 -0.527  0.119
H 1.001 1.935 -0.277  0.109
H 0.472 -0.504 1.596  0.065
H -0.821 -1.582 1.010  0.082
H 0.436 -2.201 2.119  0.087
H 2.173 -1.686 0.198  0.119
H -0.224 -0.123 -2.216  0.069
H 1.528 0.458 -2.173  0.066

Output
Spin multiplicity ... 1
Charge ... 0
Structure (SMILES) ... C=CCO.CC=O
HOMO level ... -9.7 eV
Energy above the lowest of the compared OMol25 structures with the same formula, charge and spin ... 55.1 kcal/mol
Max |F| ... 0.470 eV Å⁻¹
Energy ... -9440.6557 eV
Kohn-Sham gap ... 10.486 eV


C29H34BaN7O4PSi2 as an isolated structure. Source: the OMol25 dataset; level of theory: ωB97M-V/def2-TZVPD.

Each line ends with the Löwdin charge.
Cartesian coordinates (Å):
Ba -0.032 -1.829 0.466  1.531
C 4.570 2.084 2.962  -0.066
N 3.905 0.815 2.770  -0.151
C 4.096 -0.298 3.541  -0.068
C 3.257 -1.257 3.045  -0.101
N 2.565 -0.756 1.982  0.061
C 2.960 0.490 1.830  -0.462
P 2.352 1.787 0.708  1.151
C 0.617 1.895 1.245  -0.481
N -0.154 0.890 1.599  -0.018
C -1.378 1.422 1.883  -0.139
C -1.338 2.776 1.714  -0.069
N -0.065 3.079 1.317  -0.135
C 0.398 4.392 0.932  -0.057
C 2.246 0.905 -0.878  -0.490
N 1.984 -0.375 -1.048  -0.021
C 2.024 -0.598 -2.398  -0.126
C 2.313 0.566 -3.046  -0.071
N 2.472 1.519 -2.076  -0.133
C 2.757 2.915 -2.317  -0.056
H 5.323 1.956 3.738  0.080
H 3.866 2.856 3.275  0.081
H 5.057 2.411 2.044  0.075
H 4.792 -0.307 4.362  0.107
H 3.105 -2.258 3.410  0.091
H -2.213 0.793 2.146  0.078
H -2.099 3.533 1.794  0.118
H -0.048 5.139 1.589  0.085
H 0.113 4.603 -0.100  0.071
H 1.481 4.440 1.023  0.055
H 1.800 -1.571 -2.804  0.096
H 2.396 0.805 -4.091  0.116
H 3.655 3.011 -2.930  0.085
H 2.924 3.415 -1.366  0.047
H 1.917 3.392 -2.824  0.083
O 1.641 -4.233 4.290  -0.046
C 1.239 -3.850 3.178  -0.707
O 0.295 -3.064 2.921  -0.198
C 2.055 -4.357 1.970  -0.211
C 3.267 -5.008 2.168  -0.028
C 4.013 -5.367 1.058  -0.073
C 3.534 -5.076 -0.209  -0.019
C 2.308 -4.436 -0.319  -0.188
N 1.590 -4.087 0.751  0.047
C 1.746 -4.046 -1.700  -0.678
O 2.385 -4.441 -2.684  -0.030
O 0.715 -3.320 -1.681  -0.224
H 3.585 -5.201 3.183  0.104
H 4.971 -5.863 1.180  0.092
H 4.068 -5.318 -1.116  0.104
C -1.012 2.771 -1.873  -0.298
Si -1.500 0.859 -1.873  0.534
C -1.436 0.636 -3.796  -0.305
C -3.427 1.086 -1.649  -0.334
C -4.033 2.131 -2.366  -0.155
C -5.391 2.405 -2.302  -0.141
C -6.200 1.607 -1.504  -0.140
C -5.625 0.567 -0.791  -0.150
C -4.252 0.279 -0.826  -0.326
Si -3.628 -1.225 0.272  0.476
C -4.671 -2.651 -0.522  -0.316
C -4.720 -0.926 1.856  -0.325
H -1.236 3.273 -2.824  0.001
H 0.061 2.885 -1.685  -0.043
H -1.547 3.305 -1.083  -0.004
H -2.078 1.348 -4.332  -0.007
H -1.735 -0.375 -4.084  0.001
H -0.405 0.781 -4.140  -0.021
H -3.420 2.758 -3.007  0.068
H -5.815 3.226 -2.875  0.077
H -7.269 1.791 -1.442  0.077
H -6.275 -0.051 -0.179  0.068
H -5.731 -2.391 -0.642  -0.006
H -4.612 -3.544 0.107  -0.009
H -4.275 -2.915 -1.506  -0.004
H -5.800 -0.997 1.670  -0.012
H -4.530 0.063 2.289  -0.011
H -4.466 -1.671 2.616  -0.008

Output
Spin multiplicity ... 1
Charge ... -2
HOMO level ... 0.0 eV
Energy above the lowest of the compared OMol25 structures with the same formula, charge and spin ... 27.2 kcal/mol
Max |F| ... 0.508 eV Å⁻¹
Energy ... -74987.5734 eV
Kohn-Sham gap ... 3.630 eV


Q: Which of these has the highest energy?
A: C5H11N2


Q: Which of these has the lowest max |F|?
A: C5H10O2